The following is a quantum chemistry calculation of the molecule C6H10O, from OMol25.

Each atom is followed by the atoms it is bonded to, with distances in Å.
Atoms and positions in Å:
1 C 1.91 -1.36 0.22  C2 1.476, H8 1.094, H9 1.109, H10 1.102
2 C 1.17 -0.22 0.80  C1 1.476, C7 1.466
3 C -0.32 2.08 -0.34  C4 1.512, H11 1.094, H12 1.094, H13 1.097
4 C -1.11 0.93 0.25  C3 1.512, O5 1.441, C7 1.547, H14 1.098
5 O -1.82 0.17 -0.75  C4 1.441, C6 1.431
6 C -1.07 -1.02 -0.49  O5 1.431, C7 1.548, H15 1.099, H16 1.097
7 C -0.28 -0.32 0.64  C2 1.466, C4 1.547, C6 1.548, H17 1.108
8 H 2.84 -1.59 0.75  C1 1.094
9 H 2.23 -0.90 -0.73  C1 1.109
10 H 1.35 -2.28 -0.04  C1 1.102
11 H 0.32 2.53 0.43  C3 1.094
12 H -1.00 2.85 -0.74  C3 1.094
13 H 0.32 1.72 -1.15  C3 1.097
14 H -1.80 1.29 1.03  C4 1.098
15 H -0.48 -1.34 -1.36  C6 1.099
16 H -1.72 -1.85 -0.18  C6 1.097
17 H -0.54 -0.70 1.65  C7 1.108

The value obtained for the orbital gap is 8.6 eV. The largest force on an atom is 0.40 eV/A. For the relative energy (zero: lowest compared OMol25 entry of this formula, charge and spin), the calculation gives 95.1 kcal per mole.